Version one
Computed, not measured: the molecule C3H8N2OS, with ωB97M-V/def2-TZVPD.

Each line ends with the natural charge from an NBO analysis.
Atoms and positions in Å:
C: 0.36998 0.73012 0.87584  0.66
C: 0.49579 2.11372 1.47495  -0.70
C: -0.23216 -0.76947 -2.08077  -0.79
N: -0.54620 -2.19455 0.05891  -1.02
N: -0.79106 0.57256 0.22345  -0.92
O: 1.22558 -0.13808 1.00689  -0.69
S: -1.23902 -0.74270 -0.54666  1.24
H: -0.44616 2.64655 1.38119  0.23
H: 1.27697 2.65606 0.94553  0.23
H: 0.78448 2.03316 2.52056  0.23
H: -0.22626 -1.79140 -2.43729  0.24
H: 0.77346 -0.43223 -1.85577  0.25
H: -0.69859 -0.10985 -2.80355  0.23
H: -1.12618 -2.58055 0.79486  0.38
H: 0.37938 -1.99334 0.44187  0.42

Its gap between HOMO and LUMO is 9.76 eV. The HOMO energy is -9.098 eV. The LUMO energy is 0.664 eV. The charge is 0.

Version two
Computed, not measured: the molecule C3H8N2OS, with ωB97M-V/def2-TZVPD.

Each line ends with the natural charge from an NBO analysis.
Atoms and positions in Å:
N: -1.40753 -0.81859 1.57415  -0.81
C: -1.37790 0.40887 1.08827  0.74
O: -2.09453 1.30034 1.61093  -0.69
N: -0.84550 0.81199 -0.06926  -0.64
C: 0.58021 0.71219 -0.68975  -0.23
C: 1.04316 -0.66841 -0.65113  -0.51
S: 2.87659 -0.80919 -1.04757  -0.05
H: -1.94850 -0.93066 2.33262  0.40
H: -1.24095 -1.58003 0.93305  0.39
H: -1.24055 1.72295 -0.28080  0.41
H: 1.16464 1.35029 -0.09752  0.21
H: 0.37233 1.08195 -1.73086  0.21
H: 0.57016 -1.43741 -1.22557  0.22
H: 1.01369 -1.08518 0.37048  0.22
H: 2.53468 -0.05911 -2.11706  0.12

Its gap between HOMO and LUMO is 9.82 eV. The HOMO energy is -9.192 eV. As for the SMILES: NC(=O)NCCS. The LUMO energy is 0.630 eV. The charge is 0.

Version three
Computed, not measured: a structure of composition C3H8N2OS, with ωB97M-V/def2-TZVPD.

Each line ends with the natural charge from an NBO analysis.
Atoms and positions in Å:
C: 2.31969 0.81910 1.53316  -0.27
C: -0.35114 -0.25492 -0.49544  0.34
C: -0.62333 -1.37799 -1.33025  -0.67
H: 2.65272 1.85435 1.93195  0.21
H: 2.20547 0.01257 2.45863  0.18
H: 3.23861 0.23998 0.74812  0.19
H: -0.58148 -1.01011 -2.46511  0.23
H: -1.56608 -1.90125 -1.04734  0.24
H: 0.04784 -2.28435 -1.23291  0.26
H: -1.26875 1.35071 0.52633  0.43
H: -3.85913 0.69751 -0.30216  0.12
N: 0.84458 -0.23142 0.01817  -0.19
N: -1.42039 0.49147 -0.07970  -0.77
O: 1.03043 0.91207 0.88399  -0.46
S: -2.66904 0.68229 -1.14744  0.18

Its gap between HOMO and LUMO is 8.95 eV. The HOMO energy is -8.323 eV. The LUMO energy is 0.632 eV. The charge is 0.

Version four
Computed, not measured: a structure of composition C3H8N2OS, with ωB97M-V/def2-TZVPD.

Each line ends with the natural charge from an NBO analysis.
Atoms and positions in Å:
C: -0.89712 0.87367 1.60694  -0.47
C: 0.35854 0.61061 -0.18784  0.25
C: -0.05187 -2.02495 -0.88108  -0.85
H: -0.98924 1.27401 2.77462  0.24
H: -1.66977 -0.03318 1.54165  0.23
H: -1.02062 1.92631 0.72444  0.22
H: 1.13381 0.59096 1.44033  0.38
H: -1.28272 -2.78728 -0.21156  0.25
H: 0.50091 -2.29354 -2.07976  0.27
H: 0.99181 -1.75688 0.25156  0.30
H: 0.81471 0.75683 -2.26931  0.45
N: 0.34788 0.13181 1.11828  -0.64
N: 1.09961 1.57283 -0.56145  -0.19
O: 1.45280 1.52334 -1.99315  -0.56
S: -0.78873 -0.36453 -1.27368  0.14

Its gap between HOMO and LUMO is 9.13 eV. The HOMO energy is -9.202 eV. The LUMO energy is -0.071 eV. The charge is 0.

Of them, version two has the highest stability.

Version one
Computed, not measured: the molecule C3H8N2OS, with ωB97M-V/def2-TZVPD.

Each line ends with the natural charge from an NBO analysis.
Atoms and positions in Å:
N: 1.78370 0.81326 -1.36065  -0.68
N: 1.58218 -0.47809 -0.74098  -0.28
C: 0.71365 -0.73560 0.06819  0.09
C: -0.47402 -0.03762 0.79405  0.02
O: -0.33388 -0.42553 2.09913  -0.71
C: -1.85111 -0.40081 0.12481  -0.51
S: -1.92169 0.24818 -1.58971  -0.06
H: 2.71599 0.62872 -1.87276  0.38
H: 1.89883 1.58937 -0.54692  0.35
H: 0.95398 -1.69939 0.84955  0.14
H: -0.07635 1.06323 0.82790  0.17
H: 0.70449 -0.54818 2.32859  0.48
H: -2.71184 -0.12020 0.59892  0.22
H: -1.90576 -1.50857 -0.30879  0.24
H: -1.07816 1.61123 -1.27134  0.14

Its gap between HOMO and LUMO is 9.26 eV. The HOMO energy is -8.816 eV. As for the SMILES: N/N=C\[C@H](O)CS. The LUMO energy is 0.444 eV. The charge is 0.

Version two
Computed, not measured: the molecule C3H8N2OS, with ωB97M-V/def2-TZVPD.

Each line ends with the natural charge from an NBO analysis.
Atoms and positions in Å:
C: -0.49299 1.04918 2.00454  -0.40
N: -0.31412 0.64891 0.68476  -0.62
C: 0.17838 -0.67380 0.54667  -0.31
C: 0.52765 -1.04696 -0.86916  0.66
O: 1.26555 -1.96588 -1.11748  -0.59
N: -0.19474 -0.37467 -1.78282  -0.78
S: -0.17282 -0.82968 -3.41981  0.21
H: -0.91560 2.05688 1.99750  0.20
H: -1.13285 0.39869 2.55410  0.20
H: 0.42308 1.21472 2.59474  0.16
H: 0.31998 1.23831 0.21098  0.35
H: -0.55477 -1.34440 0.93194  0.22
H: 1.15522 -0.86849 1.03183  0.19
H: -0.78982 0.40908 -1.56574  0.42
H: 0.69785 0.08811 -3.80205  0.09

Its gap between HOMO and LUMO is 9.99 eV. The HOMO energy is -9.358 eV. As for the SMILES: CNCC(=O)NS. The LUMO energy is 0.631 eV. The charge is 0.

Version three
Computed, not measured: a cluster of 2 separate species, C3H8N2OS in total, with ωB97M-V/def2-TZVPD.

Each line ends with the natural charge from an NBO analysis.
Atoms and positions in Å:
C: -3.72696 0.22822 0.05330  0.84
C: 2.08833 0.96368 0.10123  -0.62
C: 0.79389 0.60595 -0.62815  -0.23
N: -2.61767 0.22665 0.48048  -0.79
N: 0.08499 -0.50591 -0.03463  -0.95
O: -4.85191 0.28567 -0.22429  -0.55
S: 0.77166 -1.91592 -0.04379  0.72
H: 2.49772 1.88964 -0.29457  0.22
H: 1.89350 1.09587 1.16263  0.21
H: 2.82696 0.17207 -0.02431  0.19
H: 0.10189 1.45266 -0.56650  0.21
H: 1.01430 0.42289 -1.68950  0.17
H: -0.35479 -2.67174 0.15258  0.11
H: -1.66719 -0.04392 0.24870  0.45
H: 1.14527 -2.20582 1.30682  0.03

Its gap between HOMO and LUMO is 9.06 eV. The HOMO energy is -8.924 eV. The LUMO energy is 0.136 eV. The charge is 0.

Version four
Computed, not measured: the molecule C3H8N2OS, with ωB97M-V/def2-TZVPD.

Each line ends with the natural charge from an NBO analysis.
Atoms and positions in Å:
N: 1.82620 0.42549 -0.65778  -0.86
C: 1.75815 -0.22301 0.53674  0.77
O: 2.79087 -0.39339 1.16225  -0.65
N: 0.55495 -0.78457 1.03261  -0.64
C: -0.75620 -0.13231 0.86865  -0.23
C: -1.57055 -0.22391 -0.44627  -0.53
S: -1.28227 1.21158 -1.53184  -0.06
H: 2.70729 0.90461 -0.72110  0.41
H: 1.19612 0.32926 -1.43017  0.41
H: 0.69476 -0.80400 2.03514  0.40
H: -0.68500 0.90982 1.20054  0.19
H: -1.35524 -0.68017 1.59971  0.21
H: -2.60896 -0.10136 -0.20805  0.23
H: -1.23653 -1.17313 -0.89377  0.23
H: -2.03359 0.73507 -2.54666  0.13

Its gap between HOMO and LUMO is 10.01 eV. The HOMO energy is -9.393 eV. As for the SMILES: NC(=O)NCCS. The LUMO energy is 0.614 eV. The charge is 0.

Of them, version four has the highest stability.

Version one
Computed, not measured: a cluster of 3 separate species, C2H8O3 in total, with ωB97M-V/def2-TZVPD.

Each line ends with the natural charge from an NBO analysis.
Atoms and positions in Å:
C: 1.21584 0.07921 -2.46283  -0.51
C: 0.32363 0.88164 -1.74483  0.12
O: 0.68328 1.80555 -0.67326  -0.69
H: 0.85548 -0.52159 -3.35835  0.21
H: 2.29227 0.08425 -2.29152  0.21
H: -0.72911 1.07617 -2.13509  0.17
H: -0.11165 2.03527 -0.27683  0.48
O: -0.70948 1.79106 1.96097  -0.96
H: -0.57491 1.30814 2.81520  0.49
H: -1.61542 1.51534 1.60971  0.47
O: -0.76104 -3.01334 2.20987  -0.94
H: -0.12625 -3.25476 2.85767  0.47
H: -0.74262 -3.78696 1.48929  0.47

Its gap between HOMO and LUMO is 9.49 eV. The HOMO energy is -8.898 eV. As for the SMILES: C=CO.O.O. The LUMO energy is 0.590 eV. The charge is 0.

Version two
Computed, not measured: a cluster of 2 separate species, C2H8O3 in total, with ωB97M-V/def2-TZVPD.

Each line ends with the natural charge from an NBO analysis.
Atoms and positions in Å:
O: 0.00000 0.00000 0.00000  -0.70
C: 0.27539 -0.93386 -1.05445  -0.11
C: -0.61382 -2.16889 -0.90137  -0.10
O: -1.95734 -1.73842 -0.63698  -0.72
H: -0.94645 0.11818 -0.22508  0.47
H: 0.20624 -0.46053 -2.05277  0.16
H: 1.34259 -1.15428 -0.85966  0.19
H: -0.69292 -2.65667 -1.89196  0.16
H: -0.25571 -2.92829 -0.17991  0.19
H: -2.22347 -1.47602 -1.54292  0.46
O: -5.32995 1.59130 -1.66936  -0.94
H: -5.34103 0.60736 -1.66739  0.47
H: -5.21513 1.83996 -0.72426  0.47

Its gap between HOMO and LUMO is 10.77 eV. The HOMO energy is -10.382 eV. As for the SMILES: OCCO.O. The LUMO energy is 0.387 eV. The charge is 0.

Of them, version two has the highest stability.

Version one
Computed, not measured: a cluster of 2 separate species, C4H14N2O in total, with ωB97M-V/def2-TZVPD.

Each line ends with the natural charge from an NBO analysis.
Atoms and positions in Å:
C: 0.26527 0.17299 -1.70763  -0.22
C: -0.10978 0.89194 -0.41536  -0.47
C: -1.38866 0.53339 0.30337  -0.12
C: -1.92629 -0.57875 0.77354  -0.06
N: -2.49505 -0.61987 2.16978  -0.69
N: 1.73781 0.32360 -2.03464  -0.68
H: 0.06127 -0.89736 -1.68873  0.23
H: -0.27310 0.57036 -2.56428  0.24
H: 0.66060 0.63597 0.31140  0.27
H: -0.17355 1.96215 -0.60888  0.26
H: -1.70140 1.36047 0.94804  0.22
H: -2.01447 -1.55329 0.31042  0.24
H: -3.47737 -0.33066 2.12785  0.47
H: -2.41023 -1.57440 2.52397  0.46
H: -1.91799 -0.02658 2.76612  0.46
H: 1.97459 1.30435 -1.88255  0.45
H: 2.25736 -0.21800 -1.32440  0.47
H: 1.95005 -0.10749 -2.93490  0.46
H: 3.66015 -0.20468 0.79420  0.51
H: 2.54029 -1.06685 1.46188  0.50
O: 2.78051 -0.57729 0.67081  -1.00

Its gap between HOMO and LUMO is 11.25 eV. The HOMO energy is -18.243 eV. The LUMO energy is -6.992 eV. The charge is +2.

Version two
Computed, not measured: a cluster of 3 separate species, C4H14N2O in total, with ωB97M-V/def2-TZVPD.

Each line ends with the natural charge from an NBO analysis.
Atoms and positions in Å:
C: 0.36661 0.27875 0.79368  0.02
C: 1.34335 0.63189 -0.23558  -0.52
C: 0.41240 0.08167 -1.35581  0.09
C: 0.22993 0.82282 -2.46001  -0.29
N: -0.26633 -1.20810 -1.15815  -0.74
N: 0.94251 1.82112 2.48722  -0.92
H: 0.31442 -0.66865 1.29655  0.24
H: -0.52548 0.85761 0.95036  0.25
H: 2.27727 0.09091 -0.22045  0.28
H: 1.52370 1.63881 -0.58214  0.30
H: 0.18336 0.48967 -3.53269  0.29
H: 0.41185 1.97756 -2.36870  0.27
H: 0.38803 -2.05107 -0.96068  0.48
H: -1.02690 -1.21306 -0.36711  0.49
H: -0.79416 -1.21675 -2.03240  0.48
H: 1.10011 2.73994 1.98175  0.43
H: 1.85143 1.39662 2.38728  0.40
H: 0.48125 1.77295 3.41637  0.45
H: -3.32991 -2.07509 0.30835  0.48
H: -3.20159 -3.52259 0.87829  0.52
O: -2.68184 -2.64502 0.77387  -0.99

Its gap between HOMO and LUMO is 8.62 eV. The HOMO energy is -18.277 eV. The LUMO energy is -9.659 eV. The charge is +2.

Of them, version one has the highest stability.

Version one
Computed, not measured: the molecule C3H3N3O2, with ωB97M-V/def2-TZVPD.

Each line ends with the natural charge from an NBO analysis.
Atoms and positions in Å:
O: -1.26851 1.87286 -0.07120  -0.54
C: -0.92509 0.70570 -0.02774  0.60
N: -1.79436 -0.36789 0.06778  -0.47
N: -1.12391 -1.58699 0.01005  -0.18
C: 0.11898 -1.36475 -0.05610  -0.04
C: 0.41303 0.07937 -0.03427  -0.02
N: 1.54134 0.69649 0.12281  0.00
O: 2.60107 -0.09139 -0.03302  -0.50
H: -2.81247 -0.33337 0.22784  0.42
H: 0.82924 -2.19233 -0.19284  0.22
H: 3.31967 0.56078 0.10289  0.49

Its gap between HOMO and LUMO is 8.71 eV. The HOMO energy is -9.491 eV. As for the SMILES: O=C1NN=C/C1=N\O. The LUMO energy is -0.785 eV. The charge is 0.

Version two
Computed, not measured: the molecule C3H3N3O2, with ωB97M-V/def2-TZVPD.

Each line ends with the natural charge from an NBO analysis.
Atoms and positions in Å:
C: 2.08602 0.02012 0.13235  0.16
N: 1.34410 1.20471 -0.04486  -0.49
C: 0.07132 0.68861 -0.16126  0.58
N: 0.15552 -0.64901 -0.03338  0.02
N: 1.43013 -1.14763 0.04540  -0.26
O: -1.17429 -1.19732 -0.22417  -0.32
C: -2.01354 -0.06440 0.30608  0.18
O: -1.23949 1.21342 -0.13625  -0.49
H: 3.05760 0.08724 0.29610  0.19
H: -2.16328 0.29666 1.46833  0.22
H: -2.95501 -0.23528 -0.31416  0.22

Its gap between HOMO and LUMO is 10.33 eV. The HOMO energy is -9.682 eV. As for the SMILES: c1nc2n(n1)OCO2. The LUMO energy is 0.645 eV. The charge is 0.

Version three
Computed, not measured: the molecule C3H3N3O2, with ωB97M-V/def2-TZVPD.

Each line ends with the natural charge from an NBO analysis.
Atoms and positions in Å:
H: 3.19887 -0.37882 -0.15207  0.38
N: 2.42665 -0.98434 -0.18860  -0.72
C: 1.39557 -0.32917 -0.07236  0.68
N: 0.05788 -0.54374 0.22227  -0.59
C: -0.70804 0.58089 0.14200  0.23
C: -2.13865 0.23279 0.13958  0.32
O: -2.35145 -0.92444 -0.44635  -0.47
N: -0.01930 1.65552 -0.25215  -0.07
O: 1.33737 1.12784 -0.13773  -0.40
H: -0.13778 -1.42681 0.64723  0.44
H: -3.06112 0.99027 0.09818  0.20

Its gap between HOMO and LUMO is 8.16 eV. The HOMO energy is -9.560 eV. As for the SMILES: [H]/N=c1/[nH]c(C=O)no1. The LUMO energy is -1.395 eV. The charge is 0.

Of them, version one has the highest stability.

Version one
Computed, not measured: the ion C5H13N2O with charge +1, with ωB97M-V/def2-TZVPD.

Each line ends with the natural charge from an NBO analysis.
Atoms and positions in Å:
C: -0.04651 0.01111 -2.14994  -0.42
N: -0.10621 0.29129 -0.67685  -0.46
C: 0.84603 1.40411 -0.49746  -0.35
C: 0.96118 1.82774 0.95005  0.48
O: 0.69039 1.08450 1.87055  -0.59
C: 0.42146 -0.92255 -0.00930  -0.28
C: -0.66653 -1.61896 0.76705  -0.22
N: -1.43422 -0.54084 1.50223  -0.69
H: -0.08745 0.95203 -2.69204  0.21
H: -0.91880 -0.54343 -2.49942  0.22
H: 0.88579 -0.47668 -2.43182  0.19
H: 0.70511 2.26461 -1.13400  0.25
H: 1.83253 1.01102 -0.71569  0.22
H: 1.13492 2.88417 1.20240  0.16
H: 1.28313 -0.77366 0.64293  0.23
H: 0.89390 -1.61211 -0.70043  0.23
H: -0.26533 -2.37192 1.43311  0.24
H: -1.43100 -2.07388 0.14139  0.22
H: -2.07427 -0.12478 0.83278  0.45
H: -0.76369 0.19167 1.79292  0.46
H: -1.86040 -0.86343 2.37153  0.44

Its gap between HOMO and LUMO is 10.65 eV. The HOMO energy is -13.775 eV. As for the SMILES: CN(CC=O)CC[NH3+]. The LUMO energy is -3.124 eV. The charge is +1.

Version two
Computed, not measured: a cluster of 2 separate species, C5H13N2O in total, with ωB97M-V/def2-TZVPD.

Each line ends with the natural charge from an NBO analysis.
Atoms and positions in Å:
C: 1.43263 -2.87199 -0.41608  -0.15
C: -3.61087 0.43827 0.12988  0.35
C: 1.08422 -0.71279 0.55103  -0.14
C: 0.55870 1.55012 1.24786  -0.43
C: 0.70744 1.03310 -1.15014  -0.45
N: 0.75204 -1.84315 -0.13901  -0.40
N: 0.28687 0.56057 0.12716  -0.42
O: -2.38240 0.44587 -0.03948  -0.61
H: 1.16469 -3.82074 -0.80099  0.23
H: 2.48056 -2.79183 -0.19411  0.19
H: -4.12414 1.39498 0.17031  0.15
H: -4.21697 -0.47462 0.28830  0.15
H: 2.09722 -0.38619 0.56636  0.19
H: 0.22508 2.53105 1.06989  0.23
H: 0.31481 1.04108 2.23171  0.26
H: 1.65871 1.74809 1.41218  0.23
H: 0.95367 2.18473 -1.05965  0.24
H: 1.64598 0.57370 -1.47644  0.23
H: -0.10224 0.81854 -1.96942  0.24
H: -0.18791 -1.78449 -0.59878  0.42
H: -0.73806 0.36571 0.04941  0.48

Its gap between HOMO and LUMO (alpha / beta) is 7.98 / 7.98 eV. The HOMO energy (alpha / beta) is -11.428 / -11.427 eV. The LUMO energy (alpha / beta) is -3.449 / -3.449 eV. The charge is +1.

Of them, version one has the highest stability.